Record 1
112
Properties=species:S:1:pos:R:3:lowdin_charge:R:1 method="wB97M-V/def2-TZVPD" charge=+2 e_lumo_ha=-0.232 relative_energy_ev=0.767 orbital_gap_ev=6.55 e_tot_ha=-8662.46119 homo_ev=-12.853 molar_mass_da=1033.21
Ti 0.10647 -0.48580 -0.51603 0.717
C -5.04925 -2.14464 -3.23689 -0.074
C -4.44118 -0.77590 -3.50880 -0.217
N -3.82708 -0.17349 -2.31802 0.004
C -2.64822 -0.55543 -1.82489 -0.733
S -2.15015 0.24070 -0.32580 0.767
N -1.96097 -1.46478 -2.47385 0.045
N -0.74364 -1.72774 -1.88866 -0.115
C -0.06287 -2.72819 -2.34594 -0.281
C -0.52301 -3.59906 -3.45619 -0.001
C 1.22688 -2.96028 -1.67048 -0.208
C 2.06578 -3.99742 -2.00908 0.034
C 3.28580 -4.12511 -1.35443 0.003
C 3.61278 -3.21383 -0.37210 0.008
C 2.69692 -2.22676 -0.04795 -0.098
N 1.53021 -2.09345 -0.67833 -0.002
H -5.45527 -2.55787 -4.16108 0.083
H -5.85998 -2.07555 -2.51052 0.080
H -4.29356 -2.83016 -2.85396 0.062
H -5.20060 -0.07784 -3.85465 0.122
H -3.66998 -0.84674 -4.27352 0.109
H -4.39438 0.42050 -1.73625 0.131
H -1.42896 -3.19590 -3.89166 0.077
H -0.72686 -4.60712 -3.08442 0.114
H 0.25029 -3.67007 -4.22218 0.093
H 1.77419 -4.69771 -2.77961 0.126
H 3.96034 -4.93301 -1.60583 0.130
H 4.55387 -3.26142 0.15803 0.131
H 2.90585 -1.54115 0.76211 0.114
O 2.46714 0.16851 2.90736 0.037
C 3.52822 0.74544 2.27136 -0.279
C 4.67311 0.89731 3.04609 0.010
C 5.81832 1.44087 2.50269 -0.038
C 5.84749 1.83557 1.16489 -0.057
C 4.72344 1.67142 0.39106 -0.011
C 3.53961 1.13466 0.92779 -0.110
C 2.41824 0.87721 0.01071 -0.352
O 1.12371 0.72452 0.49255 -0.351
N 2.67778 0.65838 -1.22085 0.068
N 1.62637 0.16921 -2.00039 -0.155
C 1.91732 0.20368 -3.25881 -0.882
S 0.81446 -0.37679 -4.46914 0.992
C 2.05822 -0.39242 -5.79019 -0.473
C 2.96420 0.80140 -5.58112 -0.484
S 3.41820 0.87101 -3.82657 1.009
H 1.68263 0.11756 2.34023 0.039
H 4.63472 0.57056 4.07776 0.133
H 6.69833 1.55568 3.12282 0.120
H 6.74466 2.26434 0.73831 0.115
H 4.72824 1.95578 -0.65248 0.115
H 1.52788 -0.34734 -6.73994 0.093
H 2.60952 -1.32865 -5.73028 0.086
H 2.47744 1.73603 -5.85122 0.086
H 3.88851 0.69861 -6.14887 0.093
C -2.63750 3.44904 1.76839 -0.138
C -1.43581 3.30395 0.82020 -0.347
Ge -0.15370 2.13691 1.68942 1.033
C 1.28612 3.18775 2.40922 -0.300
C 0.67041 4.25018 3.34082 -0.130
C -0.94221 0.86570 2.86871 -0.234
C -1.23523 -0.44349 2.97259 -0.283
Ge -0.54323 -1.79103 1.64616 0.940
C -1.81998 -3.10075 0.86518 -0.352
C -2.51142 -4.18617 1.69494 -0.146
C 0.96105 -2.77789 2.48402 -0.342
C 0.73161 -3.60753 3.75306 -0.140
C -2.02963 -0.90987 4.14933 -0.220
C -2.19159 -2.26930 4.39110 -0.073
C -2.91770 -2.74135 5.47462 -0.049
C -3.50819 -1.84518 6.34798 -0.058
C -3.37033 -0.47953 6.12170 -0.058
C -2.64508 -0.01940 5.03863 -0.031
H -3.37661 4.10996 1.31416 0.088
H -2.36045 3.88427 2.73145 0.072
H -3.11781 2.48723 1.95490 0.067
H -0.92631 4.25329 0.65165 0.071
H -1.74205 2.90393 -0.13977 0.009
H 1.82586 3.65968 1.58572 0.077
H 1.98085 2.55658 2.95272 0.060
H -0.04343 4.89601 2.82521 0.066
H 1.46112 4.88830 3.73487 0.086
H 0.16358 3.79574 4.19506 0.078
H -1.28342 1.52493 3.67714 0.057
H -1.20078 -3.58517 0.10446 0.046
H -2.56901 -2.51542 0.33233 0.031
H -1.80006 -4.80174 2.24700 0.064
H -3.06711 -4.85222 1.03159 0.078
H -3.22680 -3.76767 2.39920 0.064
H 1.75349 -2.05403 2.69122 0.040
H 1.32504 -3.43434 1.68856 0.051
H 0.41552 -2.98989 4.59202 0.071
H 1.66650 -4.09361 4.03942 0.080
H -0.00839 -4.39531 3.61059 0.060
H -1.72873 -2.97641 3.72593 0.044
H -3.02074 -3.80775 5.63382 0.117
H -4.07316 -2.20183 7.19935 0.114
H -3.83723 0.22974 6.79316 0.113
H -2.57981 1.05124 4.89321 0.101
F 0.09832 5.94536 -5.27218 0.165
C -0.84721 5.83056 -4.32973 -0.599
F -2.02818 5.73217 -4.94471 0.161
F -0.84424 6.95354 -3.60735 0.164
C -0.57352 4.62578 -3.46271 -0.089
C 0.32693 4.71583 -2.41688 0.033
C 0.55858 3.58091 -1.66106 -0.129
N -0.02424 2.40297 -1.89063 0.043
C -0.86286 2.33001 -2.92731 -0.140
C -1.17974 3.41163 -3.73243 0.037
H 0.83125 5.64624 -2.19093 0.136
H 1.25967 3.62020 -0.83096 0.108
H -1.30568 1.36112 -3.13309 0.080
H -1.88797 3.30873 -4.54388 0.132

=====

Record 2
108
Properties=species:S:1:pos:R:3:lowdin_charge:R:1 method="wB97M-V/def2-TZVPD" charge=+2 e_lumo_ha="-0.203 / -0.295" relative_energy_ev=1.622 orbital_gap_ev="6.02 / 3.53" e_tot_ha=-7399.48980 homo_ev="-11.545 / -11.545" molar_mass_da=1305.37 spin_multiplicity=2
Bi -0.34073 1.22933 0.61806 1.574
C -3.33303 0.54649 1.41033 -0.182
C -3.47235 2.06267 1.52354 -0.157
N -2.15827 2.73069 1.44643 -0.189
C -2.18191 4.03231 0.74010 -0.248
C -2.67140 3.97151 -0.71090 -0.440
S -2.01459 2.63536 -1.75962 0.796
C -3.31339 1.36161 -1.67623 -0.432
C -2.91097 0.03742 -1.03387 -0.230
N -2.37333 0.11753 0.35983 -0.194
H -4.31521 0.10792 1.22228 0.143
H -2.96232 0.16193 2.35585 0.050
H -3.97167 2.28395 2.46784 0.140
H -4.10502 2.45292 0.73436 0.100
H -1.80420 2.88707 2.38934 0.071
H -1.16886 4.43752 0.76978 0.118
H -2.82658 4.73806 1.26998 0.134
H -2.36258 4.89186 -1.20400 0.086
H -3.75851 3.93342 -0.78169 0.081
H -3.57978 1.14542 -2.71122 0.073
H -4.18490 1.80587 -1.19794 0.075
H -2.14672 -0.44577 -1.64153 0.070
H -3.79919 -0.59971 -1.02555 0.137
H -2.03978 -0.81693 0.59550 0.103
O 0.14022 -1.40622 -1.96835 -0.040
C 0.89069 -1.09407 -1.07593 -0.684
O 0.46970 -0.84365 0.16066 -0.434
C 2.36096 -0.91258 -1.34826 -0.186
C 3.06708 -1.94041 -1.97102 -0.030
C 4.41746 -1.79262 -2.24914 0.013
C 5.03484 -0.60283 -1.92864 -0.129
C 4.34968 0.45269 -1.35373 0.023
C 3.00660 0.28678 -1.05645 -0.016
N 6.48436 -0.44393 -2.21622 -0.340
O 7.03308 -1.34906 -2.81151 0.104
O 7.01622 0.57555 -1.82250 0.098
H 2.55167 -2.85666 -2.24522 0.133
H 4.99154 -2.57854 -2.72337 0.133
H 4.86693 1.38327 -1.16001 0.130
H 2.45820 1.11030 -0.61288 0.083
Te -0.40918 0.35213 -4.19120 1.403
C -1.50053 1.62065 -5.49306 -0.541
C -2.83290 1.35187 -5.79487 -0.154
C -3.56291 2.23418 -6.58373 -0.080
C -2.96584 3.39090 -7.06921 -0.078
C -1.63526 3.65739 -6.77861 -0.078
C -0.90180 2.77664 -5.98774 -0.149
C -0.38642 -1.37434 -5.39938 -0.522
C -1.53497 -2.13919 -5.57810 -0.140
C -1.49271 -3.27238 -6.38219 -0.078
C -0.30697 -3.64339 -7.00289 -0.077
C 0.84021 -2.88440 -6.81688 -0.079
C 0.80538 -1.75026 -6.01169 -0.147
H -3.30378 0.44873 -5.42068 0.084
H -4.59956 2.01885 -6.81620 0.108
H -3.53619 4.07989 -7.68076 0.109
H -1.16241 4.55073 -7.16974 0.108
H 0.13906 2.98381 -5.77140 0.088
H -2.45854 -1.86102 -5.08569 0.086
H -2.38916 -3.86556 -6.52304 0.108
H -0.27768 -4.52420 -7.63293 0.109
H 1.76524 -3.16843 -7.30616 0.108
H 1.69915 -1.15538 -5.87449 0.087
C -3.19172 -1.81009 3.90831 -0.250
Ge -1.24220 -1.78008 4.07806 0.696
C -0.76190 -1.78912 5.96838 -0.220
C -0.67287 -3.42766 3.17750 -0.272
Ge -0.13058 0.21431 3.08724 0.740
C -0.55780 1.80110 4.17032 -0.403
C 0.18130 2.98064 4.00740 -0.141
C -0.15388 4.13682 4.70411 -0.066
C -1.23911 4.13388 5.57604 -0.062
C -1.99208 2.97760 5.73847 -0.063
C -1.65794 1.82440 5.03284 -0.131
C 1.81879 -0.06830 3.24005 -0.374
C 2.34263 -1.12602 3.99883 -0.174
C 3.71801 -1.27582 4.17828 -0.096
C 4.60092 -0.38759 3.57522 -0.082
C 4.10501 0.63565 2.77378 -0.065
C 2.73033 0.78822 2.61071 -0.138
H -3.52640 -2.64847 4.52860 0.039
H -3.51482 -2.01289 2.88556 0.019
H -3.68674 -0.91006 4.28099 0.020
H -1.24303 -2.63675 6.46215 0.038
H -1.09101 -0.86733 6.45277 0.023
H 0.31536 -1.87354 6.11012 0.013
H -1.36722 -4.22325 3.45714 0.037
H 0.33324 -3.73241 3.48641 -0.015
H -0.69857 -3.31313 2.09038 -0.002
H 1.04967 2.99986 3.35196 0.088
H 0.43868 5.03579 4.57865 0.114
H -1.48912 5.02946 6.13269 0.116
H -2.83173 2.96993 6.42331 0.114
H -2.25776 0.92683 5.16972 0.077
H 1.67117 -1.82007 4.49363 0.060
H 4.09796 -2.07868 4.80353 0.121
H 5.66920 -0.48505 3.72971 0.123
H 4.78798 1.32014 2.28154 0.120
H 2.37665 1.60717 1.98982 0.067
C 4.34614 -2.59633 1.21855 -0.343
Te 2.30931 -3.11679 1.30984 1.666
C 2.71125 -5.10193 1.90799 -0.359
H 4.79918 -2.81891 2.18608 0.026
H 4.41163 -1.52703 1.00691 0.009
H 4.81802 -3.18055 0.42634 0.036
H 3.36815 -5.55247 1.16175 0.030
H 1.77050 -5.64843 1.95735 0.018
H 3.19929 -5.09677 2.88356 0.032